{
  "formula": "H20O10",
  "method": "ωB97M-V/def2-TZVPD",
  "smiles": "O.O.O.O.O.O.O.O.O.O",
  "gap_ev": 9.664,
  "e_above_lowest_kj_mol": 297.2,
  "symbols": ["O", "H", "H", "O", "H", "H", "O", "H", "H", "O", "H", "H", "O", "H", "H", "O", "H", "H", "O", "H", "H", "O", "H", "H", "O", "H", "H", "O", "H", "H"],
  "positions_angstrom": [[-1.0629, -2.1791, 1.3632], [-1.6355, -2.1137, 2.1369], [-0.2328, -2.5332, 1.7082], [0.3706, 0.1984, 0.1960], [0.7453, -0.4002, -0.4695], [-0.4199, -0.2539, 0.5110], [3.9340, -1.5508, -0.4986], [3.0298, -1.4479, -0.8242], [4.3318, -2.2171, -1.0694], [-0.1967, -0.3053, -3.7575], [0.2093, -0.8016, -3.0234], [-0.2245, -0.9220, -4.4970], [1.0729, -1.9209, -1.6868], [1.5674, -2.4179, -2.3533], [0.2403, -2.4063, -1.5823], [1.4641, 2.7899, -0.9467], [1.0924, 3.6766, -0.9781], [0.7116, 2.2166, -0.7470], [-3.2237, 0.3540, 1.6877], [-4.1040, 0.1375, 2.0195], [-2.7894, -0.5021, 1.5666], [-1.0165, 2.1689, 2.5945], [-1.6262, 1.4979, 2.2502], [-0.2285, 1.6899, 2.8775], [-2.4693, 1.4491, -0.8928], [-3.2328, 1.7312, -1.4069], [-2.8373, 1.0837, -0.0743], [2.4281, 1.2960, 1.9695], [2.3961, 0.5607, 2.5893], [1.7064, 1.1215, 1.3378]],
  "forces_ev_per_a": [[-0.161, 0.063, 0.134], [0.173, -0.248, 0.042], [-0.042, 0.131, -0.060], [0.135, -0.143, -0.136], [-0.067, 0.287, 0.181], [0.057, 0.009, -0.058], [-0.135, -0.159, -0.120], [0.194, 0.049, 0.151], [0.006, 0.085, 0.059], [0.086, -0.361, 0.165], [-0.150, 0.441, -0.400], [0.002, 0.095, 0.043], [-0.201, -0.424, -0.220], [-0.022, 0.094, 0.119], [0.185, 0.047, 0.119], [-0.124, -0.032, -0.046], [0.015, -0.057, 0.035], [0.018, 0.007, 0.026], [0.041, -0.515, 0.048], [0.069, 0.179, -0.009], [-0.126, 0.190, -0.130], [-0.126, -0.323, 0.029], [0.142, 0.332, 0.176], [0.032, 0.165, -0.140], [-0.099, -0.146, 0.038], [0.091, -0.014, 0.008], [-0.024, 0.258, -0.134], [-0.372, -0.028, 0.091], [0.077, -0.013, -0.111], [0.328, 0.031, 0.097]]
}